Formula: C18H29AsF6NO8S3
Source: OMol25
Level of theory: ωB97M-V/def2-TZVPD

Positions of all 66 atoms, in Å:
As  0.5047  -1.4647  -0.6043
S  -0.8505  4.9490  0.5682
S  -1.7069  -4.6586  4.0411
S  -0.3269  1.7124  -5.5646
F  1.9510  -2.5542  -0.5075
F  1.6450  -0.1540  -1.0554
F  -0.8602  -0.3427  -0.7361
F  0.8963  -0.9307  1.1027
F  -0.5725  -2.8831  -0.1673
F  0.3382  -1.9182  -2.3501
O  -0.3611  -5.2801  4.0651
O  0.8757  1.4141  -6.3778
O  -0.5862  3.1130  -5.2736
O  -1.5298  4.4012  1.7197
O  -2.4466  -4.2928  5.2330
O  6.0124  3.6864  3.3362
O  -0.5334  6.3799  0.4565
O  6.8342  2.6025  4.8710
N  6.0598  2.6643  3.9316
C  -1.7582  4.4963  -0.9320
C  -2.9473  -4.1255  1.6977
C  0.0258  2.7132  -0.7101
C  -1.9865  -3.3726  2.7524
C  -1.0838  3.2512  -1.6547
C  3.2849  -0.5142  3.0870
C  -0.3694  0.7104  -4.1104
C  3.3060  0.6474  2.3231
C  4.2675  1.6507  2.4387
C  -1.7302  0.0623  -3.9880
C  5.2261  1.5161  3.5452
C  5.2248  0.3497  4.2899
C  0.5506  3.8736  0.0644
C  -3.7399  -5.2271  2.2647
C  4.2710  -0.6324  4.0758
C  -2.0687  -0.1803  -5.4502
C  -1.8860  1.0777  -6.3008
C  -2.7721  -6.0229  3.0903
H  0.2128  -0.1564  -4.4230
H  -2.1279  -6.6665  2.4911
H  0.7406  2.0848  -1.2414
H  -1.6785  0.9239  -7.3598
H  -1.6723  2.3550  -1.8510
H  -0.6182  3.4501  -2.6200
H  -3.0749  -0.5872  -5.5514
H  -4.4022  -4.7533  2.9892
H  -1.6210  -0.8786  -3.4486
H  -1.1197  -2.8759  2.3165
H  -2.7514  1.7336  -6.2056
H  -1.3922  -0.8759  -5.9469
H  0.0705  1.2369  -3.2634
H  -0.5052  2.0243  -0.0533
H  5.9996  0.3462  5.0423
H  -2.5069  -2.6071  3.3280
H  -3.3720  -6.5903  3.8018
H  2.5802  0.6443  1.5233
H  4.2658  2.5350  1.8188
H  2.5986  -1.3142  2.8515
H  1.0292  4.5048  -0.6843
H  -4.2569  -5.9383  1.6204
H  -2.4017  -4.4991  0.8312
H  -3.6917  -3.4279  1.3140
H  -1.6270  5.3596  -1.5843
H  -2.6112  0.6072  -3.6489
H  4.2945  -1.5829  4.5881
H  -2.8131  4.4568  -0.6606
H  1.2946  3.7739  0.8548

Atoms 1-2, force components in eV/Å:
As 2.1 -0.9 -0.2
S 0.3 -0.3 -1.6

Summary:
Net charge: -1
Total energy (Eh): -5389.512724

These are the Löwdin partial charges, in e, on atoms 1 to 8: 0.9559 0.6978 0.7447 0.7059 -0.3016 -0.2983 -0.2661 -0.3044